19
Properties=species:S:1:pos:R:3 method="wB97M-V/def2-TZVPD" fmax_ev_per_a=1.1 energy_ev=-10484.6179 e_lumo_ev=0.4887 orbital_gap_ev=10.32 smiles=C[C@@H](O)CCO.O
O -1.82807 0.14755 1.57436
H -0.63844 0.40299 -2.14491
O 0.55773 -1.16909 -1.84847
H 1.55594 1.08826 -3.12876
H -2.06263 -0.05649 -0.47587
H 2.38362 0.73262 -1.64810
C -0.05478 0.48359 -0.09266
H -0.30603 1.53270 0.04349
O -0.07431 -0.73174 3.86226
C 1.41984 1.05439 -2.04742
H -1.14685 -1.34238 0.29304
C -1.32245 -0.26074 0.30809
H -0.25511 -1.68494 -1.81916
C 0.27266 0.19960 -1.56586
H -0.15642 -1.69304 3.87257
H 0.87692 -0.59143 3.92321
H 1.21071 2.06917 -1.69772
H 0.85572 0.21638 0.42581
H -1.28806 -0.39739 2.16609